Model w:
Below is a cluster of 40 separate species, H80O40 in total, with properties calculated with ωB97M-V/def2-TZVPD.

Properties
* charge: 0
* HOMO: -9.9172 eV
* M: 720.60 g/mol
* LUMO energy: -0.701 eV

The geometry in XYZ format:
```
120
H80O40, DFT ωB97M-V/def2-TZVPD
H -5.673 -0.561 -1.661
H -5.057 0.066 -3.019
O -5.793 0.007 -2.417
H -4.935 3.535 3.356
H -5.743 2.325 3.098
O -5.710 3.262 2.848
H -4.860 -4.196 -0.144
H -3.734 -5.119 0.531
O -4.472 -4.527 0.662
H -0.115 2.105 -4.362
H -1.425 2.850 -4.806
O -1.076 2.080 -4.293
H 3.182 1.051 0.085
H 4.321 0.138 0.704
O 3.912 0.450 -0.104
H 1.243 -0.919 0.627
O 1.116 -1.861 0.390
H 3.183 -4.667 3.606
O 3.759 -4.276 2.942
H 1.686 5.649 -1.966
H 0.801 6.538 -1.191
O 0.746 5.810 -1.829
H 3.366 -5.338 1.168
H 2.506 -4.451 0.527
O 3.076 -5.184 0.250
H -0.121 -2.657 -3.351
H -0.646 -3.923 -3.363
O 0.119 -3.531 -3.818
H -1.542 1.446 2.641
H -1.720 1.880 1.053
O -1.156 1.578 1.780
H 5.273 2.675 2.658
O 5.536 1.786 2.373
H -2.709 3.816 -2.769
H -3.635 3.586 -1.639
O -2.743 3.923 -1.797
H 0.256 -2.518 -0.970
H -1.200 -3.066 -1.031
O -0.541 -2.593 -1.537
H -2.442 -1.632 -2.538
H -3.231 -1.739 -3.832
O -2.505 -2.189 -3.366
H -3.995 -0.156 -5.454
H -2.668 -0.629 -5.728
O -3.119 -0.120 -5.046
H 0.520 1.255 0.835
H 1.471 1.092 -0.403
O 1.327 0.815 0.526
H 3.022 5.804 1.740
H 3.818 5.212 0.516
O 3.585 5.079 1.458
H 2.110 -2.485 3.014
O 1.744 -1.606 3.164
H -0.952 -5.394 -2.384
H -1.977 -5.645 -1.344
O -1.908 -5.387 -2.267
H 3.077 -3.111 -4.209
O 3.056 -4.060 -4.111
H 6.245 -1.687 2.778
H 4.900 -2.122 2.547
O 5.634 -2.352 3.136
H 0.988 3.541 0.232
H 2.213 4.492 0.239
O 1.834 3.713 -0.208
H 1.190 1.704 4.501
H 1.684 1.073 3.145
O 1.980 1.484 3.981
H -1.574 -2.866 5.256
H -2.121 -3.792 4.008
O -2.281 -3.372 4.856
H 2.589 0.921 -4.730
H 1.643 0.590 -5.741
O 1.796 0.340 -4.791
H -4.090 3.860 0.083
H -4.895 3.029 1.305
O -4.613 3.122 0.379
H 4.231 -0.241 -3.381
H 4.441 0.745 -2.212
O 4.233 0.703 -3.155
H 4.134 3.334 0.447
H 5.099 3.068 -0.720
O 5.018 3.552 0.105
H -1.244 4.511 -3.119
H -1.806 5.819 -3.385
O -1.156 5.219 -3.769
H 0.054 3.924 5.450
H 0.479 3.986 3.937
O -0.008 3.483 4.603
H 1.305 -4.384 -1.093
O 0.723 -4.771 -0.435
H -0.129 -0.387 5.368
H 0.095 -1.312 6.540
O 0.298 -1.214 5.606
H 0.968 -1.689 3.740
H 0.973 -2.411 1.153
H 2.208 -4.512 -4.146
H 3.946 -3.425 3.368
H 5.158 1.591 1.519
H 1.205 -5.572 -0.195
O -5.416 0.460 4.110
H -5.690 0.000 3.311
H -5.139 -0.154 4.793
O -2.119 -0.115 -0.809
H -2.441 -0.477 0.015
H -1.395 0.526 -0.628
O -0.117 1.393 -1.537
H 0.275 0.719 -2.175
H -0.667 2.011 -2.073
O -1.324 -1.575 3.361
H -0.834 -2.210 2.824
H -0.666 -0.928 3.611
O -1.738 -5.586 1.533
H -1.191 -5.160 0.865
H -2.224 -4.884 1.983
O 0.963 -0.597 -2.645
H 1.388 -1.024 -3.386
H 0.011 -0.810 -2.588
O -2.357 6.293 -0.523
H -1.917 5.875 -1.275
H -3.293 6.113 -0.627
```

These are the Mulliken partial charges, in e, on atoms 1 to 6: number 1, H, carries 0.2858; number 2, H, carries 0.3100; number 3, O, carries -0.6066; number 4, H, carries 0.3355; number 5, H, carries 0.3601; number 6, O, carries -0.6775

=====

Model x:
Below is a cluster of 40 separate species, H80O40 in total, with properties calculated with ωB97M-V/def2-TZVPD.

Properties
* charge: 0
* HOMO: -10.4283 eV
* M: 720.60 g/mol
* LUMO energy: -0.636 eV

The geometry in XYZ format:
```
120
H80O40, DFT ωB97M-V/def2-TZVPD
H 3.717 -2.954 -0.300
H 2.168 -2.411 -0.108
O 2.746 -3.113 -0.322
H 0.484 4.676 2.295
H 0.797 3.960 3.670
O 0.814 3.890 2.693
H 2.891 -4.950 0.930
H 2.520 -6.323 1.384
O 3.210 -5.644 1.536
H -5.387 -0.479 1.760
H -4.728 0.560 0.774
O -5.084 0.445 1.697
H 3.467 -0.842 0.876
H 2.438 -0.203 0.202
O 3.279 -0.652 -0.021
H -3.630 2.024 1.999
O -3.326 2.767 2.549
H -3.757 -1.808 -1.850
O -3.357 -0.979 -2.116
H 0.756 -0.639 -1.684
H -0.864 -0.713 -1.503
O -0.036 -0.459 -1.109
H -1.542 -1.392 5.565
H -1.749 -0.251 4.685
O -1.685 -0.441 5.619
H -6.262 -2.201 1.884
H -5.615 -1.904 3.214
O -6.243 -1.604 2.610
H 0.355 1.255 5.079
H -0.044 2.411 6.037
O 0.407 2.168 5.203
H 3.980 -1.945 3.756
O 3.129 -1.521 3.608
H 2.852 -4.067 -3.357
H 1.397 -4.156 -2.966
O 2.229 -4.434 -2.694
H -0.517 -4.027 4.324
H 0.383 -2.923 4.841
O -0.248 -3.128 4.051
H 1.066 2.898 1.239
H 2.063 1.780 1.151
O 1.196 2.095 0.724
H -0.585 1.146 -1.654
H 0.642 1.736 -2.501
O -0.328 1.453 -2.562
H 2.037 4.523 -0.370
H 0.669 4.996 -0.360
O 1.337 4.652 -1.050
H 2.366 4.005 -3.802
H 3.529 4.909 -3.424
O 3.308 4.042 -3.833
H 4.383 0.062 -3.846
O 4.930 -0.725 -3.626
H -1.171 2.675 -0.295
H -1.303 4.312 -0.507
O -1.464 3.424 -0.743
H 2.832 3.626 2.783
O 3.455 4.310 3.102
H -1.513 -4.767 2.579
H -0.823 -6.144 2.298
O -1.019 -5.476 2.958
H -0.908 -2.340 -5.380
H -1.369 -1.370 -6.638
O -0.878 -2.053 -6.236
H -0.283 0.456 -5.211
H 1.035 0.542 -4.449
O 0.531 -0.036 -5.196
H -3.174 -0.471 2.087
H -3.488 0.908 2.715
O -3.098 0.050 2.882
H 0.577 -6.232 -1.207
H 1.406 -5.521 -0.284
O 0.939 -6.357 -0.306
H -4.244 -3.261 0.410
H -2.885 -3.946 0.108
O -3.564 -3.963 0.804
H -0.086 3.744 -4.672
H -0.180 3.428 -3.057
O 0.355 3.597 -3.868
H 0.737 -1.067 -4.028
H 1.270 -2.020 -2.840
O 0.502 -1.910 -3.366
H 5.782 1.756 2.030
H 4.595 0.988 2.616
O 5.576 0.876 2.352
H -1.882 -2.321 0.426
H -1.479 -0.872 0.915
O -2.176 -1.404 0.585
H 3.321 1.441 -4.190
O 2.531 1.005 -4.667
H -4.594 2.947 -1.915
H -5.539 3.748 -1.017
O -4.556 3.720 -1.345
H 4.551 -0.711 -2.706
H -2.786 2.431 3.364
H 2.970 4.196 3.935
H -2.550 -1.255 -2.628
H 2.843 -2.183 2.895
H 2.912 1.150 -5.552
O -3.517 1.070 -3.822
H -2.697 1.065 -3.262
H -3.039 1.524 -4.536
O -0.826 -4.284 -0.221
H -1.120 -4.989 0.323
H 0.097 -4.493 -0.198
O -0.853 5.200 1.239
H -0.678 6.000 1.732
H -1.805 5.012 1.310
O -6.083 0.618 -2.938
H -5.913 -0.249 -2.515
H -5.198 0.787 -3.267
O 2.670 0.694 4.516
H 3.064 0.856 5.303
H 2.450 0.133 3.862
O 4.040 2.998 -0.568
H 4.972 2.963 -0.688
H 3.706 3.172 -1.441
O 1.124 -1.125 1.408
H 0.833 -1.730 2.177
H 0.511 -0.435 1.148
```

These are the Mulliken partial charges, in e, on atoms 1 to 6: number 1, H, carries 0.1953; number 2, H, carries 0.2908; number 3, O, carries -0.4510; number 4, H, carries 0.2008; number 5, H, carries 0.2011; number 6, O, carries -0.4029

=====

Model y:
Below is a cluster of 40 separate species, H80O40 in total, with properties calculated with ωB97M-V/def2-TZVPD.

Properties
* charge: 0
* HOMO: -9.5281 eV
* M: 720.60 g/mol
* LUMO energy: -0.454 eV

The geometry in XYZ format:
```
120
H80O40, DFT ωB97M-V/def2-TZVPD
H -0.701 4.346 2.560
H 0.482 3.249 2.292
O 0.102 3.917 2.895
H -0.579 0.856 -3.927
H -0.961 0.741 -2.496
O -0.745 1.419 -3.128
H -1.583 -0.919 -4.717
H -0.446 -0.965 -5.782
O -0.751 -0.500 -4.992
H 4.659 -4.416 2.008
H 3.845 -4.795 0.635
O 4.136 -5.077 1.511
H -0.895 -5.192 -3.758
H -1.992 -4.113 -3.143
O -1.556 -4.506 -3.902
H -2.463 -0.914 2.445
O -2.438 0.034 2.383
H 2.144 2.577 -0.590
O 2.522 1.664 -0.480
H 3.459 -2.899 -3.408
H 4.116 -2.172 -2.131
O 3.382 -2.728 -2.444
H 4.219 1.013 -1.239
H 4.090 -0.134 -0.418
O 4.630 0.126 -1.164
H -1.256 5.278 0.823
H -1.088 6.729 0.900
O -1.125 5.963 1.489
H -2.674 1.345 -4.346
H -2.530 2.643 -3.665
O -3.014 1.819 -3.584
H 0.872 -3.308 -5.683
O -0.047 -3.007 -5.640
H -4.988 -1.623 2.493
H -4.464 -1.696 4.075
O -4.280 -1.731 3.147
H 0.492 -2.916 2.435
H -0.245 -2.864 1.222
O -0.418 -3.078 2.140
H 1.382 -6.025 -2.325
H 2.054 -5.471 -3.433
O 1.141 -5.473 -3.091
H -6.508 -1.571 0.220
H -5.007 -1.822 0.274
O -5.808 -1.929 0.786
H -5.190 1.501 -2.638
H -4.664 0.941 -1.363
O -5.533 1.094 -1.821
H 5.761 0.144 3.433
H 5.866 -0.442 2.114
O 5.189 -0.005 2.664
H -3.089 -0.614 0.619
O -2.991 -1.559 0.473
H 2.653 -3.814 2.772
H 2.036 -3.545 1.606
O 2.454 -2.983 2.326
H 0.966 -4.751 -0.204
O 1.573 -5.071 0.487
H 1.698 -1.272 4.921
H 1.912 -2.068 6.166
O 2.004 -1.164 5.826
H -2.419 3.221 0.388
H -1.662 2.362 1.409
O -1.564 3.094 0.789
H 4.118 -1.950 0.207
H 5.576 -1.505 -0.303
O 5.063 -2.194 0.122
H 1.476 4.189 -3.863
H 0.180 3.437 -4.259
O 0.527 4.169 -3.739
H 0.677 1.498 2.698
H 0.054 1.718 1.338
O -0.178 1.498 2.252
H -3.350 -1.548 -2.085
H -3.080 -2.587 -1.073
O -3.255 -2.489 -2.029
H 3.395 -2.330 -5.515
H 2.366 -2.199 -4.539
O 2.875 -2.937 -4.954
H 0.580 -0.229 3.367
H 0.374 0.217 4.894
O 0.017 -0.279 4.135
H 1.961 4.089 -1.750
H 3.265 3.416 -1.252
O 2.658 4.131 -1.081
H -3.479 3.193 4.284
H -2.057 3.208 3.962
O -2.904 3.081 3.504
H 2.298 -0.723 -2.228
O 1.346 -0.653 -2.263
H 0.956 -2.596 -1.532
H 0.419 -4.085 -2.049
O 0.530 -3.449 -1.342
H -3.073 -2.071 1.284
H -2.020 0.411 3.165
H 1.408 -5.815 1.060
H 1.887 1.189 0.059
H -0.435 -3.514 -4.914
H 1.044 0.243 -2.117
O 1.379 6.172 1.722
H 0.874 5.709 2.387
H 1.669 5.449 1.167
O 2.556 1.692 2.686
H 3.429 1.337 2.474
H 2.767 2.456 3.224
O 2.758 -0.723 0.605
H 2.081 -1.419 0.583
H 3.237 -0.897 1.428
O -1.598 6.215 -1.354
H -0.960 5.922 -2.020
H -2.331 5.620 -1.512
O -0.115 1.792 5.866
H 0.160 2.334 6.593
H -0.348 2.381 5.142
O -4.535 0.716 0.362
H -5.221 0.645 1.029
H -3.929 1.361 0.780
O -5.910 3.410 -0.342
H -5.285 3.865 -0.900
H -6.060 2.488 -0.575
```

These are the Mulliken partial charges, in e, on atoms 1 to 6: number 1, H, carries 0.3536; number 2, H, carries 0.2732; number 3, O, carries -0.7417; number 4, H, carries 0.4135; number 5, H, carries 0.0166; number 6, O, carries -0.2425

=====

Model z:
Below is a cluster of 40 separate species, H80O40 in total, with properties calculated with ωB97M-V/def2-TZVPD.

Properties
* charge: 0
* HOMO: -10.2791 eV
* M: 720.60 g/mol
* LUMO energy: -0.685 eV

The geometry in XYZ format:
```
120
H80O40, DFT ωB97M-V/def2-TZVPD
H 3.664 1.753 5.028
H 3.121 0.483 5.699
O 3.091 0.993 4.946
H 1.391 -0.354 -6.560
H 2.223 -1.452 -5.665
O 1.707 -1.243 -6.431
H -1.911 -3.036 3.323
H -1.237 -3.159 1.865
O -2.038 -3.264 2.396
H -4.558 4.323 -0.493
H -3.472 4.246 -1.504
O -4.070 3.676 -0.997
H -0.785 2.998 -1.531
H -1.438 2.133 -0.496
O -0.666 2.156 -1.086
H 2.276 3.463 1.316
O 2.218 4.313 0.866
H -5.362 1.716 1.069
O -5.269 2.686 1.036
H -2.602 -3.977 -0.686
H -2.175 -4.008 0.727
O -2.064 -4.515 -0.096
H 1.335 1.268 4.579
H -0.008 0.900 5.422
O 0.437 1.522 4.840
H 1.529 1.813 1.620
H 0.268 0.962 1.550
O 0.580 1.868 1.585
H -0.296 4.805 -3.304
H -1.290 4.391 -4.124
O -0.869 5.254 -3.951
H 5.578 -1.562 -0.757
O 5.719 -2.396 -0.275
H -2.956 -3.202 -3.015
H -2.111 -3.184 -4.073
O -2.972 -3.619 -3.936
H 3.308 -1.501 0.503
H 3.109 -0.154 -0.105
O 3.022 -1.097 -0.316
H -0.203 -1.823 -2.065
H 1.342 -1.909 -1.802
O 0.624 -2.206 -2.382
H -3.558 2.971 -5.058
H -3.771 1.678 -5.574
O -3.382 2.057 -4.776
H -2.459 -1.219 5.417
H -2.185 -0.365 4.199
O -1.984 -0.423 5.146
H -2.259 0.378 0.840
H -1.344 -0.815 0.608
O -1.452 -0.030 1.161
H -1.871 0.138 -1.756
O -2.141 -0.817 -1.775
H -2.626 1.849 5.872
H -1.418 2.480 5.106
O -2.378 2.473 5.183
H -3.829 -0.325 2.566
O -3.913 -1.263 2.714
H 0.264 -2.106 0.585
H 1.545 -2.582 1.188
O 0.742 -2.922 0.764
H 1.989 1.424 -1.533
H 0.771 1.645 -0.496
O 1.783 1.565 -0.600
H 4.214 3.378 -1.127
H 3.084 2.606 -1.367
O 3.898 2.835 -1.872
H -3.701 0.637 -3.432
H -4.380 1.560 -2.384
O -4.042 0.663 -2.514
H 0.588 2.811 -4.186
H -0.739 2.547 -4.976
O -0.307 2.480 -4.118
H 3.503 -2.602 -4.451
H 4.462 -3.119 -3.348
O 4.321 -3.061 -4.281
H -0.026 6.051 1.823
H 0.426 4.893 0.810
O -0.222 5.556 1.029
H -3.978 -3.199 4.248
H -3.894 -4.402 3.537
O -3.395 -3.988 4.259
H 5.071 -1.804 2.851
H 5.619 -0.852 1.824
O 5.298 -0.863 2.739
H 2.042 -4.477 -0.497
H 2.765 -4.406 0.796
O 2.911 -4.684 -0.118
H -5.251 -1.715 -2.110
O -4.913 -2.148 -1.315
H -3.747 -0.371 -0.090
H -5.147 -0.694 0.125
O -4.449 -0.101 0.529
H -3.046 -0.751 -2.179
H 3.079 4.658 0.679
H -3.148 -1.836 2.560
H -4.338 2.756 0.716
H 4.877 -2.808 -0.387
H -5.319 -3.012 -1.193
O -0.569 -5.809 -3.470
H 0.095 -5.108 -3.455
H -1.156 -5.590 -2.738
O 3.137 2.172 2.480
H 3.757 1.456 2.543
H 2.726 2.538 3.248
O -2.890 1.859 2.435
H -2.495 1.883 3.342
H -2.988 2.816 2.617
O 1.746 0.741 -4.314
H 2.483 0.957 -4.892
H 1.702 1.391 -3.615
O 5.359 0.803 -0.850
H 6.132 1.287 -1.156
H 4.630 1.446 -0.875
O 2.863 -0.418 2.393
H 3.268 -0.966 3.042
H 2.263 0.193 2.808
O 4.249 -3.222 2.171
H 4.634 -4.068 1.889
H 4.222 -2.751 1.315
```

These are the Mulliken partial charges, in e, on atoms 1 to 6: number 1, H, carries 0.2323; number 2, H, carries 0.2240; number 3, O, carries -0.4582; number 4, H, carries 0.2928; number 5, H, carries 0.2733; number 6, O, carries -0.5682

=====

Energy above the most stable structure, in hartree: model w 0.0752; model x 0.2334; model y 0.0000; model z 0.0508